27
Properties=species:S:1:pos:R:3:forces:R:3 method="wB97M-V/def2-TZVPD" de_lowest_kcal_mol=15.9 energy_ev=-28010.875 gap_ev=9.9281 total_charge=0 smiles="C[C@@](N)(O)S(=O)(=O)Cc1ccccc1"
S -1.154 -1.042 0.113 -0.03 -0.43 0.25
O -0.521 -1.069 1.409 0.15 0.33 -0.07
O -2.294 0.845 -1.403 -0.35 -0.64 2.89
O -1.870 -2.239 -0.273 -0.18 -0.07 -0.47
N -3.736 -0.283 0.245 -0.04 -0.25 0.23
C 1.750 0.969 -0.361 0.03 -0.12 -0.06
C 0.094 -0.691 -1.209 -0.67 0.18 0.56
C -2.486 0.299 0.140 1.22 0.92 -3.59
C 3.548 -1.051 0.235 0.11 -0.04 0.03
C 2.984 1.279 0.182 -0.01 0.06 -0.01
C 3.886 0.270 0.477 0.04 0.05 0.05
C -2.118 1.403 1.081 -0.04 -0.10 0.17
C 1.409 -0.354 -0.619 0.40 0.03 0.13
C 2.315 -1.362 -0.306 -0.06 0.07 -0.05
H -3.099 0.571 -1.853 -0.24 -0.06 0.11
H 3.249 2.309 0.363 0.01 0.11 0.04
H 2.049 -2.392 -0.495 -0.02 -0.10 -0.01
H -1.463 2.115 0.588 0.03 0.00 -0.06
H -4.172 -0.156 1.145 -0.03 0.06 0.04
H -3.699 -1.265 -0.015 -0.14 -0.02 0.02
H -0.342 0.128 -1.770 0.04 -0.11 -0.17
H -1.583 0.958 1.922 -0.09 0.15 0.08
H 0.104 -1.607 -1.791 -0.09 -0.06 -0.04
H 1.050 1.756 -0.603 -0.08 0.10 -0.04
H 4.254 -1.835 0.466 0.01 -0.07 0.02
H 4.850 0.518 0.895 0.07 -0.01 0.03
H -3.005 1.926 1.437 -0.03 0.02 -0.07



20
Properties=species:S:1:pos:R:3:forces:R:3 method="wB97M-V/def2-TZVPD" de_lowest_kcal_mol=0.0 energy_ev=-22584.042 gap_ev=8.7334 total_charge=+1
S -2.661 -0.178 0.848 -1.84 0.23 0.53
N 0.573 2.503 -2.362 0.18 -2.36 1.55
N 1.325 0.506 -1.382 -0.34 2.67 -2.12
N 2.380 -0.888 -0.027 1.73 -1.21 0.31
N 1.125 -0.551 -0.511 -0.30 -0.81 -0.69
N 0.308 -0.435 0.562 -5.65 2.83 2.39
C 0.346 1.386 -1.572 0.49 -0.71 1.01
C -2.456 -1.825 1.684 1.83 -1.08 -0.85
C -0.972 1.248 -0.927 -0.73 0.07 -0.76
C -1.314 0.348 0.004 4.58 -1.96 -0.05
H -0.163 3.162 -2.579 0.37 -0.09 0.30
H 1.553 2.737 -2.341 -0.09 0.50 -0.74
H 3.084 -0.153 -0.102 -0.76 -0.01 -0.07
H -1.459 -1.688 2.259 -2.05 -0.89 -0.69
H 2.235 -1.287 0.891 0.41 0.00 0.09
H -2.445 -2.692 0.920 0.54 1.59 0.98
H 0.680 -1.422 -0.864 0.79 0.48 -1.50
H -1.677 1.912 -1.415 -0.58 -0.20 0.37
H -3.376 -2.096 2.264 0.91 1.18 -0.10
H 0.565 0.413 1.078 0.50 -0.22 0.04



14
Properties=species:S:1:pos:R:3:forces:R:3 method="wB97M-V/def2-TZVPD" de_lowest_kcal_mol=71.0 energy_ev=-8370.202 gap_ev=10.7173 total_charge=0 smiles="CC(=O)[C@H]1CO1.[H][H]"
O 1.213 1.302 -0.083 -0.16 -0.53 -0.04
O -1.306 0.645 -1.252 -0.01 0.08 -0.16
C 0.865 0.144 -0.101 0.17 0.26 -0.01
C 1.682 -0.949 0.547 0.04 -0.04 0.06
C -0.370 -0.320 -0.841 0.17 -0.10 -0.07
C -1.723 -0.287 -0.270 -0.14 -0.13 0.20
H -0.995 2.630 0.986 -0.06 0.11 0.02
H -2.447 -1.030 -0.608 0.13 0.14 0.07
H -0.561 2.497 0.396 -0.15 0.08 0.13
H 2.333 -1.398 -0.213 -0.09 0.02 0.08
H -0.159 -1.102 -1.576 -0.01 0.05 0.10
H -1.898 0.121 0.726 0.14 0.00 -0.17
H 1.054 -1.741 0.966 0.07 0.11 -0.08
H 2.313 -0.512 1.324 -0.09 -0.07 -0.12



23
Properties=species:S:1:pos:R:3:forces:R:3 method="wB97M-V/def2-TZVPD" de_lowest_kcal_mol=0.0 energy_ev=-43845.608 gap_ev="4.4156 / 4.0269" spin_multiplicity=2 total_charge=0
Ti -0.403 -0.415 -0.185 0.26 0.88 -0.54
P 0.352 -0.170 -2.522 -0.43 -0.23 1.07
O 0.678 0.856 0.780 2.26 2.44 0.71
N 2.856 1.471 1.062 0.00 0.23 -0.15
N 1.211 3.074 0.790 0.23 -0.08 -0.11
C -2.249 -0.634 1.022 0.52 -0.84 -0.19
C -1.574 -2.287 -0.501 -0.14 0.00 0.78
C -2.483 -1.171 -0.302 -0.20 -0.64 0.04
C -1.196 -1.410 1.641 -0.70 -0.74 -0.51
C -0.767 -2.417 0.692 -1.29 -0.16 0.07
C 1.554 1.767 0.850 -0.81 -0.77 0.19
H -0.037 -3.206 0.886 -0.21 0.40 -0.20
H 3.126 0.494 1.072 -0.09 0.40 -0.12
H 1.427 0.754 -2.722 -0.29 -0.31 -0.39
H 3.557 2.205 0.994 -0.25 -0.61 0.11
H -2.850 0.132 1.510 0.36 -0.10 -0.22
H -0.572 0.312 -3.502 0.53 -0.15 -0.27
H 0.241 3.300 0.597 0.42 -0.07 -0.03
H -3.256 -0.842 -0.996 0.30 -0.20 0.24
H 0.878 -1.312 -3.205 -0.03 0.48 -0.35
H -0.887 -1.348 2.681 0.11 0.15 -0.36
H 1.935 3.784 0.727 -0.60 -0.25 0.04
H -1.542 -2.937 -1.369 0.03 0.16 0.20



16
Properties=species:S:1:pos:R:3:forces:R:3 method="wB97M-V/def2-TZVPD" de_lowest_kcal_mol=75.5 energy_ev=-8865.937 gap_ev=8.9169 total_charge=0 smiles="C/C(O)=C1/CN1C"
O -1.865 -1.088 1.257 0.07 -0.19 0.17
N 1.200 0.336 -0.349 0.02 0.09 0.11
C -1.099 -0.075 0.746 0.12 0.13 -0.26
C 1.362 -0.993 0.294 0.11 -0.37 0.12
C 0.072 -0.333 0.178 -0.12 0.06 0.14
C -1.692 1.268 1.005 0.03 -0.01 -0.10
C 1.337 0.209 -1.805 0.05 0.12 -0.14
H -0.958 2.045 0.818 0.02 0.08 -0.18
H 1.682 -1.820 -0.336 -0.16 0.09 -0.02
H -1.491 -1.916 0.930 -0.07 -0.01 0.16
H 1.838 -0.954 1.270 0.00 -0.10 -0.07
H 0.698 0.934 -2.316 0.13 0.00 0.13
H 1.079 -0.797 -2.182 -0.04 0.23 0.17
H -2.614 1.475 0.463 0.03 -0.08 -0.11
H 2.386 0.410 -2.040 -0.16 0.01 -0.15
H -1.935 1.300 2.068 -0.04 -0.03 0.04



no.,largest force on an atom (eV/Å)
1,3.9
2,6.8
3,0.6
4,3.4
5,0.4